Entry 1:
{"formula": "C5H16IN2O3", "method": "ωB97M-V with the def2-TZVPD basis set", "species": ["H", "H", "H", "H", "O", "H", "N", "N", "H", "C", "H", "H", "O", "H", "C", "H", "H", "H", "H", "C", "H", "O", "H", "I", "H", "C", "C"], "xyz": [[-3.4539, -0.5429, -1.1820], [1.1874, -1.5958, 4.3045], [-2.5134, 1.2367, -2.9873], [0.4240, 0.4089, 3.0011], [3.9881, 2.5225, -0.2605], [3.4766, -0.5645, -0.3565], [5.2425, 0.6206, 0.0546], [3.2703, 0.4003, -0.5723], [5.9846, 1.1319, 0.5107], [-4.0929, -0.6280, -2.0610], [-5.4235, 0.6628, -3.2069], [-4.9727, -1.1940, -1.7548], [-3.3309, 1.1481, -3.4827], [1.4994, -0.7194, 1.9569], [0.5477, -0.5241, 2.4513], [-3.4667, -1.2081, -2.7388], [2.3241, 0.7224, -0.7174], [0.4120, -2.6439, 3.0890], [-0.5064, -1.5668, 4.0858], [-4.4666, 0.7378, -2.6902], [5.2553, -0.3892, 0.0622], [-0.5077, -0.7176, 1.5845], [-0.3485, -0.1242, 0.8468], [-0.4480, 1.6178, -1.2532], [-4.6534, 1.5680, -2.0092], [0.4258, -1.6455, 3.5263], [4.1468, 1.2860, -0.2009]], "nbo_charge": [0.228, 0.189, 0.506, 0.159, -0.673, 0.360, -0.832, -0.822, 0.391, -0.646, 0.157, 0.183, -0.774, 0.149, -0.054, 0.217, 0.442, 0.199, 0.198, -0.058, 0.375, -0.746, 0.502, -0.938, 0.164, -0.621, 0.745], "lumo_ev": 2.86, "charge": -1, "max_force_ev_per_a": 5.31}



Entry 2:
{"formula": "CH5N5O2S", "method": "ωB97M-V with the def2-TZVPD basis set", "species": ["H", "S", "H", "O", "H", "H", "N", "N", "O", "N", "C", "N", "H", "N"], "xyz": [[1.5697, -1.1191, 1.2898], [-0.0209, -0.3424, 2.7165], [2.1707, 2.3447, -1.3009], [-1.6960, -1.8136, 0.9889], [0.8801, 2.8429, -0.5339], [-1.1893, -0.3629, -1.5007], [-0.4809, 0.7928, -2.1636], [1.3080, 2.0256, -0.9383], [-1.7364, -1.1683, -1.1633], [0.6290, -0.8441, 1.2470], [0.4491, 1.2172, -1.5880], [0.0688, -0.8529, -0.0020], [-0.8511, -1.3445, 2.9249], [-1.1009, -1.3754, 0.0236]], "nbo_charge": [0.386, 0.171, 0.417, -0.437, 0.413, 0.483, -0.439, -0.841, -0.522, -0.646, 0.548, -0.189, 0.118, 0.539], "lumo_ev": 0.11, "max_force_ev_per_a": 2.49}



Entry 3:
{"formula": "C20H21Cl2N3O3", "method": "ωB97M-V with the def2-TZVPD basis set", "species": ["H", "C", "C", "H", "H", "H", "C", "H", "H", "H", "C", "H", "H", "C", "H", "C", "H", "C", "C", "C", "C", "N", "C", "C", "H", "C", "C", "H", "Cl", "H", "H", "C", "N", "H", "C", "O", "O", "H", "H", "O", "H", "C", "N", "C", "Cl", "C", "H", "H", "C"], "xyz": [[1.6328, 0.7667, -0.1166], [6.0758, -0.2333, -0.7660], [-0.0271, 3.5971, 2.8438], [-4.2857, -0.3039, -1.3408], [-2.4742, 0.5242, -2.8564], [2.0517, 3.4232, 2.3654], [4.0615, 1.0719, -0.4638], [-1.3570, -0.6856, -2.1834], [-2.4809, 1.5667, -0.6509], [-2.3481, -0.9017, 1.0745], [-2.1751, -2.8416, -0.7174], [-2.1823, -3.2281, -1.7384], [-2.5146, 1.8491, 1.3992], [5.7236, -0.4522, -2.0896], [-1.5334, -4.6886, 0.2287], [1.0513, 3.0878, 2.1491], [-4.4492, -3.0733, 1.5313], [-1.3107, 3.1477, 2.5758], [4.5668, 0.0973, -2.6186], [-1.5121, 2.2107, 1.5814], [3.2337, 1.9081, 0.4711], [-1.8401, 0.8313, -0.9009], [0.8638, 2.1202, 1.1628], [3.7420, 0.8562, -1.8031], [0.1364, 4.3388, 3.6108], [5.2467, 0.5338, 0.0285], [-3.4409, -0.9456, -1.6093], [-4.1217, -0.7069, 0.9244], [6.7413, -1.4040, -3.1023], [-1.2019, -2.3654, -0.5159], [-3.7112, -1.4974, -2.5159], [-3.2900, -1.4052, 0.8050], [1.9223, 1.5579, 0.4647], [6.9864, -0.6528, -0.3699], [-3.4808, -2.5966, 1.7477], [3.7388, 2.7691, 1.1597], [-2.4420, -3.5332, 1.5976], [5.5073, 0.7310, 1.0571], [4.3106, -0.0581, -3.6543], [0.1518, -0.1484, -0.5480], [-3.3042, -4.5277, 0.0141], [-0.4444, 1.6982, 0.8475], [-3.2811, -1.9145, -0.5532], [-0.6700, 0.7120, -0.2419], [2.3407, 1.5715, -2.5154], [-2.3748, -3.9950, 0.2683], [-3.4558, -2.2749, 2.7904], [-2.1506, 3.5255, 3.1385], [-2.2260, -0.0618, -1.9654]], "nbo_charge": [0.452, -0.239, -0.171, 0.189, 0.200, 0.259, -0.173, 0.237, 0.401, 0.172, -0.264, 0.202, 0.206, -0.007, 0.193, -0.256, 0.164, -0.241, -0.259, -0.171, 0.681, -0.600, 0.279, 0.005, 0.218, -0.141, -0.205, 0.198, 0.022, 0.194, 0.201, -0.247, -0.641, 0.233, -0.070, -0.596, -0.521, 0.238, 0.242, -0.661, 0.163, -0.216, -0.454, 0.679, 0.026, -0.069, 0.191, 0.216, -0.258], "lumo_ev": 0.37, "max_force_ev_per_a": 0.49}



Entry 4:
{"formula": "C2H3Cl2PS", "method": "ωB97M-V with the def2-TZVPD basis set", "species": ["H", "C", "C", "Cl", "P", "H", "H", "S", "Cl"], "xyz": [[-1.4561, -1.0711, 0.1535], [-0.0069, 0.1294, -0.8301], [-0.5643, -0.4332, 0.2491], [-1.5819, 0.7951, -3.5565], [-0.1624, -0.2609, -2.7046], [0.8272, 0.8242, -0.5869], [-0.2823, -0.4177, 1.2409], [1.5465, -0.3032, -3.7043], [-1.1014, -2.0404, -2.4570]], "nbo_charge": [0.198, -0.531, -0.307, -0.187, 1.078, 0.235, 0.210, -0.449, -0.248], "lumo_ev": 0.18, "max_force_ev_per_a": 4.02}



Entry 5:
{"formula": "C7H12NO4OsS5", "method": "ωB97M-V with the def2-TZVPD basis set", "species": ["H", "O", "C", "C", "S", "H", "H", "H", "H", "C", "H", "C", "H", "H", "O", "S", "O", "S", "H", "Os", "O", "S", "C", "H", "C", "N", "H", "S", "C", "H"], "xyz": [[-2.1834, -3.4413, -0.1672], [0.8528, 3.4187, 0.8333], [-2.5567, 0.6287, 1.4011], [-1.2781, -2.8341, -0.1726], [-0.8284, 0.8386, 1.9115], [1.5681, -0.4851, 3.0502], [-1.1970, -2.8229, 1.9989], [-2.7036, 1.4479, 0.6948], [-0.1154, -3.9752, 1.2286], [-0.5965, -0.4358, 3.1813], [0.8528, -1.9836, 3.6497], [-0.5370, -2.9740, 1.1471], [-3.1938, 0.8171, 2.2659], [-3.8820, -0.6954, 0.3586], [1.8746, 1.2982, 0.1346], [1.1646, 2.5951, -0.2832], [1.6589, 3.1489, -1.4865], [-1.7374, -1.1262, -0.6035], [-0.6661, -3.1650, -1.0130], [0.2507, 0.0381, -0.1255], [-0.2555, 1.7763, -0.6512], [2.2018, -2.6801, -3.3314], [0.7160, -1.1596, 2.9493], [-1.4483, -1.1131, 3.1814], [1.5964, -1.6737, -2.3058], [1.1328, -0.8943, -1.5201], [-0.5736, 0.0715, 4.1455], [0.8703, -1.8075, 1.2674], [-2.8756, -0.7141, 0.7751], [-2.8386, -1.5202, 1.5061]], "nbo_charge": [0.264, -0.905, -0.550, -0.548, 0.530, 0.276, 0.227, 0.276, 0.270, -0.560, 0.266, -0.554, 0.265, 0.269, -0.936, 2.511, -0.867, 0.503, 0.264, 0.845, -0.763, 0.190, -0.543, 0.229, 0.168, -0.590, 0.275, 0.509, -0.547, 0.224], "lumo_ev": [-6.16, -6.17], "charge": 1, "max_force_ev_per_a": 0.13}



Entry 6:
{"formula": "C6H7NO2", "method": "ωB97M-V with the def2-TZVPD basis set", "species": ["O", "O", "H", "H", "C", "C", "C", "C", "C", "H", "H", "H", "N", "H", "H", "C"], "xyz": [[1.4025, 1.5391, 1.7678], [0.3440, 0.9212, 3.6341], [1.8235, -1.5295, -0.3164], [1.9063, 0.4874, -0.7417], [-0.3425, 0.4099, -2.1339], [0.3042, -0.7007, -1.5221], [-0.9901, 1.2382, -2.7184], [-0.7825, 1.3944, 1.6461], [0.3294, 1.1758, 2.4210], [0.0695, -1.7048, -1.7495], [-1.5007, 2.1102, -3.0724], [2.1396, 1.4072, 2.3883], [-1.7285, 0.5179, 1.4522], [-1.4594, -0.4374, 1.3264], [-2.6577, 0.7486, 1.1353], [1.4287, -0.5531, -0.7873]], "nbo_charge": [-0.664, -0.624, 0.213, 0.231, -0.059, -0.312, -0.200, 0.099, 0.597, 0.226, 0.239, 0.495, -0.669, 0.375, 0.394, -0.341], "lumo_ev": 0.34, "max_force_ev_per_a": 4.55}



Entry 7:
{"formula": "C8H11NOP", "method": "ωB97M-V with the def2-TZVPD basis set", "species": ["H", "C", "H", "H", "C", "C", "H", "H", "C", "C", "H", "H", "C", "H", "P", "H", "H", "C", "O", "C", "H", "N"], "xyz": [[0.6100, 2.4327, -0.0988], [2.9716, -0.9061, -0.2897], [-1.7784, 2.5718, 0.2306], [5.1194, -1.1449, 0.8914], [-0.1065, -0.7429, -0.5839], [-1.3674, 1.6228, -0.1337], [-3.8368, 0.5083, 1.0779], [-3.9761, 1.3895, -0.5721], [-1.4520, -0.7183, -0.4606], [-3.5631, 0.4824, 0.1021], [3.2905, -1.6267, -1.0424], [-1.8172, -1.6610, -0.5676], [0.7527, 0.3589, -0.5286], [3.5787, 0.2510, 1.4851], [4.3473, 0.1371, 0.3095], [-4.0578, -0.4090, -0.2654], [0.3019, -1.8642, -0.7720], [-2.1716, 0.4738, -0.2649], [2.8501, 1.3745, -0.4243], [0.0087, 1.5811, -0.2781], [2.3479, -1.3891, 0.4460], [2.0421, 0.3821, -0.8142]], "nbo_charge": [0.221, -0.550, 0.189, -0.216, -0.272, -0.224, 0.194, 0.187, -0.230, -0.610, 0.189, 0.188, 0.153, -0.054, 0.438, 0.195, 0.180, -0.074, -0.718, -0.280, 0.193, -0.099], "lumo_ev": 3.48, "charge": -1, "max_force_ev_per_a": 5.78}



Entry 8:
{"formula": "C6H11S", "method": "ωB97M-V with the def2-TZVPD basis set", "species": ["H", "H", "H", "H", "H", "H", "H", "H", "C", "C", "C", "C", "C", "S", "H", "H", "H", "C"], "xyz": [[1.9269, 0.7954, 2.0562], [-1.2501, -1.4254, -3.1705], [-0.4786, -3.0187, -1.2747], [-1.6085, 1.9146, 2.8535], [0.3037, -1.0150, -2.6920], [1.0567, 0.4257, -0.8272], [-0.0697, -1.5558, -0.2336], [-0.5824, 1.9365, 0.5561], [-0.5769, 1.5047, 2.6787], [1.3150, 1.0009, 1.1753], [-0.0176, 1.5814, 1.4506], [-0.6952, -1.0130, -2.2719], [-0.7175, -1.9433, -1.0616], [-1.3029, 0.6531, -1.8484], [2.7776, 0.4677, -0.1650], [-0.0875, 0.9971, 3.4883], [-1.7100, -1.9377, -0.6686], [1.7172, 0.6318, -0.0452]], "nbo_charge": [0.178, 0.173, 0.165, 0.191, 0.160, 0.242, 0.202, 0.258, -0.434, -0.248, -0.203, -0.530, -0.623, -0.710, 0.167, 0.174, 0.201, -0.362], "lumo_ev": 3.85, "charge": -1, "max_force_ev_per_a": 2.28}